28
Properties=species:S:1:pos:R:3:forces:R:3 method="wB97M-V/def2-TZVPD" homo_ev=-11.2009 e_tot_ha=-1211.01728 total_charge=0 smiles="CCOC(=O)C(F)(F)F.CCOC(=O)C(F)(F)F" lumo_energy_ha=0.0257
F -0.33643 -2.99823 1.14831 -0.3221 -0.2383 0.0952
F -5.57099 3.07180 -2.77699 -0.1416 0.2247 -0.3627
F -0.24222 -0.85092 1.38723 0.0253 0.1283 0.2379
F -4.57513 1.17957 -2.46665 -0.0446 -0.2135 -0.1987
F -5.47212 2.22188 -0.80948 -0.0615 -0.0142 0.3013
F 0.03753 -1.72750 -0.55362 0.0893 -0.0250 -0.1764
O 2.12462 -2.92897 1.84047 -1.0326 -0.5758 0.4462
O 2.55274 -1.22918 0.49914 0.0169 0.7971 -0.5605
O -3.55876 4.27791 -1.29905 0.0156 0.9654 0.4917
O -2.41297 2.45437 -1.91133 -0.4416 -1.2774 -0.0392
C 3.48694 -2.97057 2.25768 0.9624 -0.8858 0.4211
C -4.79961 2.38419 -1.95017 0.2333 -0.4325 0.1528
C 4.35170 -3.75192 1.28616 -0.4429 -0.0589 -1.3083
C -3.49754 3.15212 -1.66767 0.2210 0.1624 -0.1909
C -1.10780 2.92341 -1.57917 0.6423 1.4357 -0.6362
C 1.77519 -1.98003 1.00054 1.3344 0.0458 0.1435
C -0.65390 2.44459 -0.22983 -0.8958 0.2042 0.6712
C 0.28103 -1.89788 0.74365 -0.4687 -0.1465 -0.1620
H 3.83012 -1.97229 2.51282 0.0856 0.0772 -0.2654
H -1.09656 4.01978 -1.59346 -0.2064 -0.1232 -0.0009
H 4.28044 -3.38119 0.25889 0.1406 0.3705 0.1917
H -1.26982 2.95924 0.51733 -0.1672 -0.1969 -0.0439
H -0.50885 2.62457 -2.43992 0.1716 -0.3405 0.3175
H 0.34704 2.76784 0.04797 0.2531 -0.3596 -0.4825
H 3.96453 -4.76972 1.19216 0.0755 -0.0408 0.3554
H 3.49956 -3.59444 3.15163 -0.4213 0.4092 0.2721
H -0.83482 1.37774 -0.11136 0.4301 -0.0490 0.0201
H 5.40605 -3.80618 1.54469 -0.0507 0.1574 0.3101



13
Properties=species:S:1:pos:R:3:forces:R:3 method="wB97M-V/def2-TZVPD" homo_ev="-8.6574 / -8.3331" e_tot_ha=-569.18903 total_charge=0 lumo_energy_ha="-0.0289 / -0.0316"
P -0.76458 2.59144 -2.00994 -0.5088 -1.0611 -2.1471
N -1.05519 0.14906 1.52821 0.2102 -0.9298 2.0355
N -0.56577 0.68938 0.51382 -0.0549 1.2588 -1.6451
C 0.43055 -0.14812 -0.10261 1.3584 -1.1033 -1.8869
C -0.46011 -1.04900 1.77428 -0.9249 -0.8197 -0.7464
C 0.25906 -1.57271 0.55006 0.0362 0.4430 -0.1405
H 0.17922 -0.25093 -1.22986 0.8323 0.6891 1.7750
H -0.44569 -2.11478 -0.18672 0.9335 0.3247 1.4731
H 0.30404 3.03430 -1.35708 1.5724 0.9421 1.5708
H 0.25600 2.11749 -2.99120 -1.1163 0.1887 0.4866
H -0.76635 -1.57974 2.65688 0.1089 -0.2126 0.1656
H 1.44881 0.34027 0.08493 -1.2289 -0.7266 -0.5030
H 1.18000 -2.20666 0.76922 -1.2180 1.0066 -0.4376